Entry 1:
# C5H13N2

The ion C5H13N2 with charge +2 in a non-equilibrium geometry (wB97M-V/def2-TZVPD, the Open Molecules 2025 dataset).

* ⟨S²⟩: 0.760
* 2S+1: 2
* energy relative to the best compared isomer or geometry (same formula, charge and spin): 496.16 kJ/mol
* charge: +2

```
20
Properties=species:S:1:pos:R:3:lowdin_charge:R:1
C 0.218 0.598 -1.818 -0.1558
C 0.178 1.321 -0.393 -0.0616
C -0.695 0.383 0.461 -0.2960
C -1.652 0.631 1.281 0.1717
C 0.154 -1.389 1.654 0.0165
N -0.241 -1.017 0.275 0.0589
N 1.429 -0.128 -1.761 0.1550
H 0.140 1.468 -2.557 0.2186
H -0.694 -0.145 -1.864 0.1846
H 1.169 1.533 0.095 0.1536
H -0.338 2.322 -0.393 0.1577
H -2.458 -0.041 1.707 0.1564
H -1.798 1.578 1.716 0.1069
H 0.896 -0.719 2.085 0.1363
H 0.496 -2.408 1.605 0.1231
H -0.539 -1.289 2.400 0.0765
H -1.008 -1.628 -0.021 0.2078
H 1.728 -0.733 -2.588 0.1973
H 2.335 0.570 -1.659 0.2468
H 0.680 -0.906 -0.225 0.1456
```

Entry 2:
# C5H13N2O

A cluster of 2 separate species, C5H13N2O in total in a non-equilibrium geometry (wB97M-V/def2-TZVPD, the Open Molecules 2025 dataset).

* energy relative to the best compared isomer or geometry (same formula, charge and spin): 528.37 kJ/mol
* charge: -1

```
21
Properties=species:S:1:pos:R:3:lowdin_charge:R:1
C -0.234 -1.135 1.090 -0.0601
C 0.085 1.332 1.042 -0.0865
C -2.081 0.240 0.133 -0.0905
C -0.528 -0.978 -1.917 -0.0629
C -0.480 0.174 0.226 -0.5988
N 3.081 1.226 -0.576 -0.2949
N -0.070 0.030 -1.174 0.0284
O 2.856 -0.124 -0.938 -0.3827
H -0.996 -1.932 0.787 0.0725
H 0.655 -1.632 0.886 0.0377
H -0.198 -0.756 2.124 0.0637
H -0.424 2.287 0.850 0.0659
H 1.107 1.358 0.715 0.0161
H -0.140 1.161 2.181 0.0979
H -2.468 0.665 1.090 0.0657
H -2.391 0.976 -0.671 0.0798
H -2.574 -0.789 -0.003 0.0747
H 2.127 -0.141 -1.536 -0.0365
H -0.738 -2.094 -1.570 0.0995
H -0.278 -0.912 -2.964 0.0366
H 3.688 1.045 0.224 -0.1257
```

Entry 3:
# C5H13N2O

The ion C5H13N2O with charge -1 in a non-equilibrium geometry (wB97M-V/def2-TZVPD, the Open Molecules 2025 dataset).

* SMILES: CNCCNCC[O-]
* energy relative to the best compared isomer or geometry (same formula, charge and spin): 101.18 kJ/mol
* charge: -1

```
21
Properties=species:S:1:pos:R:3:lowdin_charge:R:1
C -0.762 0.773 -1.048 -0.2511
N 0.067 1.743 -0.302 -0.0878
C 1.525 1.707 -0.514 -0.2654
C 2.199 0.397 -0.042 -0.5252
O 1.862 0.088 1.252 -0.3714
C -1.518 -0.223 -0.193 -0.2662
N -0.710 -1.427 0.088 -0.1188
C -1.311 -2.199 1.163 -0.1627
H -0.180 0.271 -1.842 0.1133
H -1.548 1.327 -1.552 0.0788
H -0.022 1.566 0.682 0.0660
H 1.903 2.465 0.168 0.0884
H 1.729 1.983 -1.556 0.0892
H 1.931 -0.406 -0.794 0.0734
H 3.304 0.581 -0.241 0.0763
H -2.360 -0.605 -0.780 0.0993
H -1.887 0.316 0.720 0.1194
H 0.146 -1.079 0.537 0.0559
H -2.362 -2.021 1.243 0.0486
H -0.784 -1.984 2.091 0.0767
H -1.222 -3.272 0.919 0.0632
```

| no. | electronic energy (eV) |
| --- | --- |
| 1 | -8353.2776 |
| 2 | -10418.2226 |
| 3 | -10422.6501 |